Molecular formula: C45H43Br2F4ILaN8O4S
Method: DFT, ωB97M-V/def2-TZVPD

The geometry in ORCA input format:
```
! RIJCOSX wB97M-V def2-TZVPD def2/J DEFGRID3
* xyz -1 1
La -0.21 0.36 1.82
C 0.77 3.95 -1.54
C -0.40 4.12 -0.58
N -1.42 4.67 -1.22
C -2.53 4.81 -0.47
C -2.74 4.32 0.88
C -4.19 4.32 1.32
O -4.27 5.28 2.36
C -1.73 3.52 1.50
C -1.87 2.85 2.75
N -1.36 1.67 3.10
C -1.74 1.02 4.32
C -2.89 0.21 4.38
C -3.32 -0.43 5.53
C -2.41 -0.46 6.60
C -1.28 0.28 6.50
C -0.82 1.06 5.39
I 0.37 3.22 5.81
C -0.30 3.54 0.83
O 0.73 4.19 1.58
H 1.75 3.99 -1.06
H 0.78 4.61 -2.37
H 0.59 2.93 -1.96
H -3.34 5.24 -1.04
H -4.52 3.31 1.62
H -4.88 4.57 0.48
H -5.14 5.27 2.77
H -2.57 3.24 3.53
H -3.37 0.01 3.41
H -4.22 -1.03 5.51
H -2.56 -1.13 7.47
H -0.60 0.28 7.34
C 7.58 2.77 2.85
N 6.52 3.62 2.59
C 6.79 5.05 2.37
C 5.06 3.08 2.89
C 4.69 1.80 1.93
N 3.50 0.99 2.44
C 3.68 -0.36 2.69
C 2.58 -1.06 3.07
F -6.55 -4.06 1.36
C 2.62 -2.32 3.53
F 1.71 -3.23 3.30
C 3.75 -2.92 4.23
C 4.92 -2.26 3.73
F 6.04 -2.78 4.32
C 4.96 -1.07 2.95
F 6.24 -0.64 2.53
H 7.66 2.08 3.86
H 1.33 3.20 1.59
H 8.56 3.26 2.70
H 6.01 5.74 2.71
H 6.71 5.17 1.25
H 7.83 5.43 2.60
H 4.26 3.82 2.60
H 4.99 3.23 3.97
H 5.60 1.23 1.73
H 4.29 2.30 1.01
H 3.78 -3.73 4.98
Br 0.05 -7.74 0.42
C 0.14 -5.89 0.45
C 1.32 -5.13 0.44
C 1.26 -3.76 0.75
N 0.03 -3.29 0.72
C -1.13 -3.94 0.60
C -1.12 -5.31 0.57
C -2.24 -2.96 0.48
C -3.51 -3.25 0.04
C -4.26 -2.20 -0.43
Br -5.80 -3.08 -1.00
C -3.64 -1.00 -0.53
C -2.52 -0.80 0.28
N -1.84 -1.75 0.94
H 2.28 -5.62 0.43
H 2.06 -3.06 1.31
H -1.98 -5.99 0.59
H -3.92 -4.24 0.22
H -4.09 -0.06 -0.70
H -2.08 0.20 0.19
C -3.50 0.36 -4.61
C -2.46 0.48 -5.69
C -1.07 0.80 -5.20
N -0.40 -0.39 -4.76
C 0.93 -0.43 -4.85
S 1.87 0.91 -5.10
N 1.53 -1.66 -4.78
C 0.97 -2.95 -4.68
O 1.55 -3.85 -4.10
C -0.28 -3.23 -5.48
C -0.58 -2.63 -6.73
C -1.65 -3.06 -7.53
C -2.52 -4.05 -7.03
C -2.24 -4.68 -5.82
C -1.17 -4.25 -5.05
H -3.22 0.82 -3.65
H -3.70 -0.74 -4.41
H -4.40 0.81 -4.98
H -2.75 1.32 -6.31
H -2.45 -0.34 -6.39
H -1.11 1.44 -4.31
H -0.40 1.31 -5.93
H -0.87 -1.02 -4.16
H 2.54 -1.59 -4.64
H -0.04 -1.73 -7.01
H -1.79 -2.65 -8.55
H -3.46 -4.31 -7.56
H -2.87 -5.46 -5.45
H -1.04 -4.72 -4.06
O 0.16 2.23 0.70
*
```

Summary:
calculated total energy = -8754.0726 hartree
HOMO-LUMO gap = 4.7327 eV
LUMO energy = -0.00234 Eh
E_HOMO = -4.80 eV

---

Molecular formula: C45H43Br2N2O
Method: DFT, ωB97M-V/def2-TZVPD

The geometry in ORCA input format:
```
! RIJCOSX wB97M-V def2-TZVPD def2/J DEFGRID3
* xyz 1 1
Br 6.64 0.66 -0.47
C 4.98 1.47 -0.88
C 4.72 1.88 -2.20
C 3.51 2.50 -2.50
C 2.50 2.57 -1.52
C 1.14 2.79 -1.92
C 0.03 2.32 -1.19
C -1.29 2.63 -1.52
C -2.45 2.28 -0.74
C -3.72 2.14 -1.35
C -4.85 1.87 -0.58
C -4.74 1.76 0.82
Br -6.28 1.54 1.88
C -3.47 1.79 1.42
C -2.33 2.05 0.65
C 2.84 2.35 -0.16
C 4.07 1.76 0.15
H 5.46 1.70 -2.97
H 3.30 2.89 -3.50
H 0.97 3.17 -2.93
H 0.19 1.61 -0.37
H -1.48 3.18 -2.46
H -3.81 2.25 -2.43
H -5.83 1.80 -1.04
H -3.38 1.67 2.50
H -1.35 2.12 1.12
H 2.15 2.66 0.63
H 4.32 1.51 1.17
C -1.23 10.02 1.73
C -0.92 9.72 0.29
C -1.48 8.60 -0.34
C -1.28 8.35 -1.70
C -2.11 7.30 -2.38
C -0.32 9.13 -2.38
N 0.09 8.78 -3.70
C 0.62 7.60 -4.15
C 0.63 6.30 -3.48
C 1.02 6.22 -2.06
C 0.23 5.37 -1.18
C 1.95 7.16 -1.51
C 2.80 8.00 -2.28
C 3.49 9.06 -1.70
C 3.39 9.30 -0.32
C 2.62 8.44 0.47
C 1.98 7.36 -0.10
O 0.27 5.28 -4.13
N 0.76 7.72 -5.51
C 1.04 6.69 -6.45
C 2.24 5.96 -6.39
C 3.31 6.24 -5.39
C 2.44 4.94 -7.32
C 1.52 4.70 -8.34
C 1.79 3.62 -9.34
C 0.37 5.48 -8.41
C 0.09 6.47 -7.46
C -1.21 7.19 -7.53
C 0.46 9.03 -5.87
C 0.03 9.67 -4.78
C 0.21 10.30 -1.79
C 1.16 11.21 -2.50
C -0.10 10.56 -0.46
H -0.65 10.89 2.06
H -2.29 10.24 1.86
H -0.98 9.16 2.37
H -2.13 7.93 0.23
H -2.33 7.55 -3.42
H -1.65 6.31 -2.34
H -3.06 7.22 -1.83
H 0.90 4.89 -0.44
H -0.55 5.87 -0.60
H -0.27 4.61 -1.79
H 2.94 7.78 -3.34
H 4.12 9.70 -2.32
H 3.91 10.16 0.12
H 2.55 8.61 1.55
H 1.45 6.66 0.56
H 4.19 5.63 -5.64
H 3.63 7.29 -5.40
H 3.01 5.96 -4.37
H 3.34 4.34 -7.24
H 1.08 3.68 -10.18
H 2.81 3.69 -9.74
H 1.68 2.63 -8.88
H -0.36 5.31 -9.22
H -1.78 6.79 -8.37
H -1.82 7.05 -6.62
H -1.10 8.27 -7.71
H 0.51 9.37 -6.89
H -0.34 10.68 -4.67
H 1.48 11.98 -1.79
H 2.07 10.70 -2.84
H 0.69 11.73 -3.35
H 0.33 11.45 0.01
*
```

Summary:
calculated total energy = -7073.0504 hartree
HOMO-LUMO gap = 3.0691 eV
energy above the lowest of the compared OMol25 structures with the same formula, charge and spin = 0.0 kcal per mole
LUMO energy = -0.19129 Eh
E_HOMO = -8.27 eV

---

Molecular formula: C45H43CuN4P
Method: DFT, ωB97M-V/def2-TZVPD

The geometry in ORCA input format:
```
! RIJCOSX wB97M-V def2-TZVPD def2/J DEFGRID3
* xyz 0 2
Cu 0.35 -1.13 0.21
C -2.28 -2.31 -1.59
C -2.29 -2.64 -0.13
C -3.07 -3.66 0.39
C -3.05 -3.91 1.75
C -2.27 -3.11 2.57
C -1.53 -2.10 1.99
N -1.51 -1.89 0.66
C -0.68 -1.16 2.79
C -0.58 -1.19 4.17
C 0.25 -0.27 4.79
C 0.92 0.67 4.03
C 0.76 0.66 2.64
N 0.00 -0.27 2.06
C 1.41 1.65 1.74
C 2.55 2.28 2.06
C 3.20 3.18 1.07
C 2.37 4.05 -0.78
C 1.07 3.29 -1.15
C 0.56 3.54 -2.54
N 0.85 1.86 0.44
H -3.26 -1.96 -1.91
H -2.04 -3.20 -2.19
H -1.54 -1.54 -1.80
H -3.69 -4.26 -0.28
H -3.64 -4.71 2.17
H -2.25 -3.28 3.63
H -1.12 -1.92 4.76
H 0.35 -0.27 5.86
H 1.53 1.43 4.50
H 3.05 2.08 2.99
H 4.24 3.36 1.35
H 2.73 4.72 -1.55
H 0.09 4.52 -2.61
H -0.17 2.78 -2.84
H 1.38 3.51 -3.25
N 1.69 0.83 -1.59
C 1.74 1.97 -0.73
C 3.07 2.71 -0.41
C 2.50 4.54 0.68
C 1.20 4.92 1.31
C 0.08 4.28 1.01
C 0.08 3.12 0.06
P -1.63 2.47 -0.42
C -2.41 1.99 1.18
C -3.56 1.22 1.02
C -4.29 0.79 2.12
C -3.87 1.11 3.40
C -2.72 1.87 3.57
C -2.00 2.31 2.47
C -2.59 4.03 -0.72
C -2.73 4.48 -2.03
C -3.43 5.63 -2.33
C -4.04 6.36 -1.32
C -3.94 5.91 -0.01
C -3.23 4.76 0.29
H 1.93 1.07 -2.54
H 2.25 0.04 -1.27
H 3.96 2.34 -0.90
H 3.21 5.35 0.77
H 1.17 5.78 1.97
H -0.87 4.63 1.39
H -3.88 0.95 0.02
H -5.18 0.19 1.97
H -4.43 0.77 4.26
H -2.38 2.13 4.57
H -1.11 2.91 2.64
H -2.30 3.90 -2.84
H -3.52 5.96 -3.36
H -4.59 7.26 -1.55
H -4.42 6.46 0.79
H -3.17 4.42 1.32
C 1.14 -3.72 -1.77
C 2.15 -3.57 -0.63
C 3.56 -3.53 -1.25
C 1.90 -2.30 0.16
C 2.00 -4.72 0.36
C 3.08 -5.47 0.83
C 2.91 -6.46 1.80
C 1.66 -6.72 2.32
C 0.57 -5.98 1.87
C 0.74 -5.00 0.91
H 1.14 -2.80 -2.36
H 0.13 -3.87 -1.40
H 1.40 -4.56 -2.43
H 3.58 -2.73 -2.00
H 3.81 -4.47 -1.75
H 4.32 -3.30 -0.51
H 2.58 -2.27 1.02
H 4.07 -5.29 0.45
H 3.77 -7.02 2.14
H 1.52 -7.49 3.07
H -0.42 -6.17 2.27
H -0.11 -4.42 0.59
*
```

Summary:
calculated total energy = -3941.2987 hartree
HOMO-LUMO gap (spin up / spin down) = 5.5935 / 6.6298 eV
energy above the lowest of the compared OMol25 structures with the same formula, charge and spin = 0.0 kcal per mole
LUMO energy (spin up / spin down) = 0.00194 / 0.00183 Eh
E_HOMO (spin up / spin down) = -5.54 / -6.58 eV

---

Which of these has the highest calculated total energy?
C45H43CuN4P

---

What is the calculated total energy in the third record?
-3941.2987 hartree